The following is a DFT calculation (ωB97M-V with the def2-TZVPD basis set) of C36H44F3LaN2O2P2S7 as an isolated structure at a distorted geometry.

## Properties
Energy above the lowest of the compared OMol25 structures with the same formula, charge and spin ... 0.0 kJ/mol
Total charge ... -1
Frontier orbital gap ... 7.2 eV
Spin multiplicity ... 2
⟨S²⟩ ... 0.750
DFT total energy ... -148545.38337 eV

Cartesian coordinates (Å):
1 La -0.45456 1.29599 1.39967
2 C 4.61498 1.02704 0.53832
3 C 4.95247 1.26850 -1.06487
4 S 4.02956 2.41006 -1.89485
5 C 5.04313 3.84897 -1.75581
6 C 4.58013 4.97179 -0.84270
7 S 3.45285 4.46280 0.39528
8 C 4.30294 4.69347 1.81717
9 C 3.86281 4.45772 3.09984
10 S 1.00375 0.89269 3.80240
11 C 1.98446 -0.55046 3.35168
12 C 3.44880 -0.15270 2.81361
13 S 3.20618 0.08422 0.97754
14 H 4.54056 1.98428 0.77396
15 H 5.44594 0.42018 1.13829
16 H 4.69939 0.23343 -1.49438
17 H 6.07042 1.40554 -0.90872
18 H 5.00920 4.21938 -3.05931
19 H 6.11714 3.47436 -1.40549
20 H 4.28650 5.68022 -1.58159
21 H 5.44669 5.49170 -0.34699
22 H 5.16905 3.13725 10.26865
23 H 5.33609 5.24582 1.48527
24 H 3.00604 3.76399 2.93099
25 H 4.57699 4.27350 3.84484
26 H 1.34177 -1.08208 2.69254
27 H 2.56907 -1.12735 4.18118
28 H 4.25357 -1.06416 2.78821
29 H 3.89495 0.68712 3.08115
30 F -1.83705 4.67168 -4.55684
31 C -1.21976 4.00794 -3.57492
32 F -0.43846 3.12657 -4.14142
33 F -0.32184 4.99083 -3.10935
34 C -2.10918 3.28778 -2.55436
35 C -3.40856 3.01611 -2.99181
36 C -4.29450 2.36758 -2.16294
37 C -3.87917 2.11157 -0.78767
38 N -2.64136 2.44315 -0.26094
39 C -1.81921 3.15519 -1.15914
40 S -0.41700 3.83062 -0.37871
41 H -3.86276 3.50385 -3.86960
42 H -5.42090 2.18944 -2.35686
43 H -4.61500 1.73920 -0.17949
44 C -6.82205 -1.11328 1.78421
45 C -5.83959 -0.13693 1.13864
46 O -5.12680 0.72399 2.13819
47 P -3.80361 0.05435 2.82327
48 S -2.64173 1.52934 3.50696
49 S -2.88977 -1.35906 1.65569
50 O -4.42222 -0.60222 4.09737
51 C -3.71969 -0.55806 5.40379
52 C -2.45864 -1.33544 5.44392
53 H -7.15508 -1.87969 1.08846
54 H -7.68570 -0.58043 2.17708
55 H -6.43113 -1.68714 2.62978
56 H -6.30779 0.48995 0.54418
57 H -5.09782 -0.62482 0.55686
58 H -4.49795 -0.89686 6.13045
59 H -3.46414 0.48144 5.63312
60 H -2.44417 -2.19586 4.81536
61 H -2.26504 -1.57269 6.59753
62 H -1.50929 -0.91886 5.03965
63 N 0.14537 -0.30835 -0.14047
64 P 0.02716 -1.59127 -1.09974
65 C 0.96437 -3.17333 -0.60185
66 C 2.05391 -3.63020 -1.20551
67 C 2.69128 -4.97131 -0.78631
68 C 2.27459 -5.57779 0.39239
69 C 1.36340 -4.78812 1.15521
70 C 0.62423 -3.73233 0.67763
71 C -1.49223 -2.47575 -1.47213
72 C -1.67915 -3.90105 -1.54702
73 C -2.78031 -4.36594 -2.13522
74 C -3.89257 -3.61103 -2.42216
75 C -3.96689 -2.17674 -2.17876
76 C -2.61472 -1.55924 -1.94351
77 C 0.94051 -1.38791 -2.64462
78 C 2.07506 -0.63153 -2.76917
79 C 2.49188 -0.27100 -4.10844
80 C 2.08271 -1.14249 -5.17876
81 C 1.03703 -1.92202 -5.06171
82 C 0.34623 -2.14392 -3.80100
83 H 2.09414 -3.01943 -2.06923
84 H 3.56049 -5.14886 -1.48365
85 H 2.88528 -6.33756 1.04964
86 H 1.41456 -4.84613 2.13546
87 H -0.03210 -3.11097 1.37974
88 H -0.83846 -4.38122 -0.89706
89 H -2.85856 -5.30063 -2.29709
90 H -4.95896 -3.54403 -3.02394
91 H -4.95305 -1.70317 -2.59578
92 H -2.47039 -0.41372 -2.06226
93 H 2.25685 -0.35180 -1.94187
94 H 3.62924 0.28639 -3.61137
95 H 2.24811 -0.80375 -6.17003
96 H 0.73188 -2.87021 -5.62611
97 H -0.32472 -2.80612 -4.06157



The following is a DFT calculation (ωB97M-V with the def2-TZVPD basis set) of one molecule with the formula C4H7NO.

## Properties
Energy above the lowest of the compared OMol25 structures with the same formula, charge and spin ... 342.5 kJ/mol
Total charge ... 0
Frontier orbital gap ... 9.5 eV
DFT total energy ... -7796.09451 eV

Cartesian coordinates (Å):
1 C -0.54752 -1.16736 1.09955
2 C -0.70399 0.78941 -0.78922
3 C 0.52713 -1.15243 0.02287
4 N 0.36463 0.03183 -0.83433
5 C -0.28242 2.19310 -0.85502
6 O 0.16744 2.90877 -1.71854
7 H -0.74726 -0.14356 1.43139
8 H -1.49322 -1.55776 0.72022
9 H -0.21799 -1.75843 1.95621
10 H 1.50979 -0.99289 0.48072
11 H 0.57303 -2.09012 -0.53927
12 H 1.24806 0.40538 -1.18644
13 H -0.39769 2.53405 0.21185



The following is a DFT calculation (ωB97M-V with the def2-TZVPD basis set) of C18H41N2OP3SSm as an isolated structure at a distorted geometry.

## Properties
Energy above the lowest of the compared OMol25 structures with the same formula, charge and spin ... 134.1 kJ/mol
Total charge ... +3
Frontier orbital gap (alpha / beta) ... 4.0 / 4.6 eV
Spin multiplicity ... 6
⟨S²⟩ ... 8.767
DFT total energy ... -80939.11999 eV

Cartesian coordinates (Å):
1 Sm 0.11056 -0.18977 1.00956
2 P -0.95794 -2.90168 0.65339
3 P 2.40013 -0.88683 -0.70930
4 P -1.81750 -0.15133 -1.15508
5 H -0.16079 2.25701 2.64296
6 C -1.09408 1.84080 2.22099
7 C -1.68334 0.73106 2.80863
8 H -1.33099 0.40980 3.79620
9 C -0.51350 -4.21916 1.84500
10 C -0.47201 -3.80121 -0.86975
11 C -2.78272 -3.09124 0.62925
12 C 3.35839 0.66862 -0.95655
13 C 3.74885 -1.98108 -0.08500
14 C 2.25165 -1.33471 -2.48359
15 C -3.49739 0.41907 -0.68817
16 C -2.01464 -1.09134 -2.71014
17 C -1.26305 1.41247 -1.93178
18 H -1.68516 2.52852 1.60453
19 H -2.62484 0.29849 2.44305
20 H -0.92408 -3.99913 2.83894
21 H 0.57576 -4.30782 1.93451
22 H -0.89323 -5.18377 1.48129
23 H 0.62170 -3.82772 -0.95888
24 H -0.88577 -3.32439 -1.76435
25 H -0.84129 -4.83377 -0.80552
26 H -3.17744 -2.87727 1.63147
27 H -3.04322 -4.12098 0.34588
28 H -3.23966 -2.39178 -0.08297
29 H 4.25923 0.38905 -1.52408
30 H 3.62909 1.09254 0.02085
31 H 2.81124 1.42610 -1.53837
32 H 4.69962 -1.78413 -0.60281
33 H 3.48581 -3.03749 -0.23214
34 H 3.89765 -1.81647 0.99260
35 H 3.25363 -1.43370 -2.92528
36 H 1.72787 -0.50639 -2.98178
37 H 1.69006 -2.26994 -2.61608
38 H -3.88124 1.05886 -1.49619
39 H -3.43986 1.00124 0.24266
40 H -4.16799 -0.43142 -0.51991
41 H -2.49779 -0.43239 -3.44655
42 H -2.61172 -1.99888 -2.56338
43 H -1.02044 -1.37502 -3.08334
44 H -2.00295 1.73231 -2.68027
45 H -0.28395 1.26907 -2.40913
46 H -1.17298 2.18014 -1.15535
47 C 0.49393 4.27605 -1.01726
48 C 1.73634 4.79589 -1.41463
49 C 1.75923 6.07862 -1.97923
50 C 0.57761 6.81576 -2.16367
51 C -0.65998 6.21489 -1.89379
52 C -0.69487 4.92096 -1.36107
53 O 0.39119 3.14018 -0.20972
54 H 1.22016 2.93193 0.26815
55 H 2.64503 4.19196 -1.33264
56 H 2.71695 6.51179 -2.28150
57 H 0.64071 7.85066 -2.52633
58 H -1.59280 6.75248 -2.08568
59 H -1.64983 4.42353 -1.24797
60 N 1.63761 -3.06474 4.86874
61 C 0.93126 -2.18870 4.12588
62 N -0.40876 -2.25406 4.23576
63 S 1.71821 -1.08864 3.05501
64 H 1.20424 -3.83073 5.38450
65 H 2.64333 -3.07199 4.76066
66 H -1.02879 -1.57758 3.78718
67 H -0.82042 -2.94262 4.86160